Entry from OMol25: the ion C7H13N with charge +1 (wB97M-V/def2-TZVPD).

As for the LUMO energy (alpha / beta): -3.9 / -7.7 eV. The orbital gap (alpha / beta) is 9.511 / 5.687 eV. The calculation puts the energy above the lowest of the compared OMol25 structures with the same formula, charge and spin at 119.55 kJ/mol. The expectation value of S² is 0.7561. Its highest occupied orbital energy (alpha / beta) is -13.46 / -13.34 eV.

ORCA input file:
```
! wB97M-V def2-TZVPD RIJCOSX def2/J DEFGRID3
* xyz 1 2
C 1.39 -0.83 -1.53
C 0.05 -0.77 -0.91
C -0.65 -1.87 -0.43
N -0.34 -3.19 -0.73
C -0.63 0.55 -0.87
C -0.08 1.43 0.22
C -0.70 1.64 1.38
C -0.05 2.35 2.54
H 1.34 -0.38 -2.52
H 1.85 -1.82 -1.62
H 2.06 -0.21 -0.91
H -1.56 -1.80 0.16
H 0.65 -3.43 -0.67
H -0.71 -3.50 -1.63
H -0.61 0.99 -1.86
H -1.70 0.42 -0.69
H 0.85 1.95 0.00
H -1.57 1.03 1.63
H 0.69 3.05 2.13
H 0.47 1.58 3.11
H -0.77 2.81 3.20
*
```

Mulliken population analysis, charges in e, atoms 1 to 8: number 1, C, carries -1.179; number 2, C, carries 0.843; number 3, C, carries -0.319; number 4, N, carries -0.423; number 5, C, carries -1.171; number 6, C, carries -0.215; number 7, C, carries -0.013; number 8, C, carries -1.155



Entry from OMol25: a structure of composition C6H7AsMoNOS4 (wB97M-V/def2-TZVPD).

As for the LUMO energy (alpha / beta): -5.1 / -4.9 eV. The orbital gap (alpha / beta) is 6.962 / 7.288 eV. The calculation puts the energy above the lowest of the compared OMol25 structures with the same formula, charge and spin at 0.00 kJ/mol. The expectation value of S² is 2.0265. Its highest occupied orbital energy (alpha / beta) is -12.06 / -12.17 eV.

ORCA input file:
```
! wB97M-V def2-TZVPD RIJCOSX def2/J DEFGRID3
* xyz 1 3
Mo 0.67 0.63 1.14
S 2.62 1.14 2.42
As 2.33 -1.02 2.35
S 1.88 -0.94 0.06
S 0.04 -0.78 2.82
S 3.30 -2.60 3.17
O -1.30 0.32 0.10
C -2.17 1.44 0.28
C -1.33 2.67 0.09
C -1.84 3.85 -0.40
C -1.00 4.95 -0.54
C 0.34 4.82 -0.20
C 0.79 3.62 0.28
N -0.03 2.56 0.43
H -1.75 -0.52 0.26
H -2.59 1.43 1.29
H -2.98 1.40 -0.44
H -2.89 3.92 -0.67
H -1.38 5.88 -0.93
H 1.03 5.65 -0.31
H 1.82 3.47 0.57
*
```

Mulliken population analysis, charges in e, atoms 1 to 8: number 1, Mo, carries 0.771; number 2, S, carries -0.223; number 3, As, carries 0.709; number 4, S, carries -0.203; number 5, S, carries -0.259; number 6, S, carries -0.227; number 7, O, carries -0.540; number 8, C, carries -0.294



Entry from OMol25: a structure of composition C31H66NO19P (wB97M-V/def2-TZVPD).

As for the LUMO energy: 4.0 eV. The orbital gap is 4.280 eV. The calculation puts the energy above the lowest of the compared OMol25 structures with the same formula, charge and spin at 0.00 kJ/mol. Its highest occupied orbital energy is -0.33 eV.

ORCA input file:
```
! wB97M-V def2-TZVPD RIJCOSX def2/J DEFGRID3
* xyz -2 1
N 25.85 64.99 53.00
H 25.20 65.47 53.35
H 25.43 64.67 52.22
H 26.42 64.46 53.54
H 26.56 65.59 52.82
P 24.89 65.83 51.04
O 24.40 66.10 52.43
O 26.43 65.65 50.93
O 24.44 66.79 50.05
O 24.40 64.49 50.62
O 22.59 68.72 56.70
C 23.22 68.97 55.65
O 23.94 70.08 55.35
C 24.16 71.12 56.24
C 25.59 71.73 56.04
C 23.12 67.97 54.57
H 24.04 70.58 57.20
H 23.24 71.84 56.30
H 25.67 72.87 56.38
H 25.89 71.84 55.05
H 26.18 71.07 56.32
H 23.99 67.32 54.73
H 23.20 68.51 53.80
H 22.23 67.20 54.65
O 28.85 63.16 53.18
C 29.45 64.16 52.72
O 30.51 64.10 51.94
C 31.32 62.98 51.56
C 32.59 63.48 51.02
C 28.93 65.49 52.95
H 30.71 62.23 50.68
H 31.26 62.29 52.30
H 33.14 64.24 51.75
H 32.41 64.19 50.26
H 33.17 62.56 50.76
H 28.12 65.46 53.71
H 28.63 65.91 51.94
H 29.66 65.87 53.33
O 28.00 64.41 47.47
C 27.78 63.64 48.39
O 27.79 62.30 48.40
C 28.06 61.54 47.17
C 27.82 60.04 47.41
C 27.46 64.11 49.75
H 29.05 61.69 46.91
H 27.36 61.79 46.30
H 28.60 59.91 48.31
H 28.18 59.50 46.50
H 26.89 59.95 47.84
H 27.83 65.13 49.82
H 27.82 63.43 50.62
H 26.44 63.98 49.95
O 27.49 70.95 53.03
C 27.21 69.99 52.29
O 27.70 69.88 51.04
C 27.14 68.78 50.19
C 27.97 69.14 48.91
C 26.13 68.96 52.88
H 26.07 68.84 50.05
H 27.39 67.74 50.64
H 27.60 70.11 48.55
H 27.64 68.31 48.28
H 29.07 69.17 49.06
H 25.72 69.40 53.67
H 26.54 67.97 52.94
H 25.21 68.91 52.24
O 23.78 63.94 54.72
C 22.65 64.37 54.92
O 21.64 63.70 55.31
C 21.75 62.24 55.50
C 20.40 61.81 56.12
C 22.49 65.82 54.92
H 22.72 61.96 56.07
H 21.87 61.59 54.73
H 20.30 60.80 56.13
H 19.49 62.28 55.66
H 20.41 62.17 57.22
H 23.24 66.16 54.34
H 22.52 66.37 56.00
H 21.47 66.16 54.61
O 26.48 64.67 55.79
C 25.90 64.89 56.80
O 25.68 66.16 57.37
C 26.42 67.21 56.85
C 26.27 68.34 57.96
C 25.32 63.84 57.75
H 26.21 67.60 55.98
H 27.48 67.10 56.81
H 26.63 69.32 57.86
H 26.75 67.90 59.02
H 25.21 68.58 58.04
H 25.76 62.93 57.54
H 24.40 63.91 57.48
H 25.45 64.12 58.66
O 26.08 61.97 52.52
C 25.65 60.81 52.62
O 26.27 59.75 52.06
C 27.46 59.86 51.23
C 28.04 58.54 50.83
C 24.31 60.44 53.20
H 28.27 60.60 51.88
H 27.39 60.45 50.18
H 28.52 57.94 51.66
H 28.90 58.69 50.25
H 27.45 57.90 50.26
H 23.70 60.37 52.34
H 23.93 61.23 53.72
H 24.49 59.48 53.68
C 22.74 63.58 51.20
C 21.44 63.00 50.90
O 21.21 61.73 50.99
C 20.24 63.88 50.78
H 23.10 63.90 50.25
H 23.42 62.95 51.80
H 22.74 64.64 51.64
H 20.04 64.36 51.86
H 19.33 63.33 50.26
H 20.39 64.70 50.12
*
```

Mulliken population analysis, charges in e, atoms 1 to 8: number 1, N, carries 2.664; number 2, H, carries -0.531; number 3, H, carries -0.285; number 4, H, carries 0.774; number 5, H, carries -1.352; number 6, P, carries -0.372; number 7, O, carries -0.605; number 8, O, carries -0.118



Entry from OMol25: a structure of composition C4H8S4 (wB97M-V/def2-TZVPD).

As for the LUMO energy: -0.6 eV. The orbital gap is 7.801 eV. The calculation puts the energy above the lowest of the compared OMol25 structures with the same formula, charge and spin at 222.92 kJ/mol. Its highest occupied orbital energy is -8.40 eV.

ORCA input file:
```
! wB97M-V def2-TZVPD RIJCOSX def2/J DEFGRID3
* xyz 0 1
C 0.75 -1.30 1.03
C 1.70 -0.14 1.12
C -0.98 0.48 -0.49
C -1.58 0.83 -1.82
S -0.19 -1.20 -0.55
S 0.27 1.64 0.18
S 3.08 -0.38 0.08
S -2.13 0.36 0.92
H 1.48 -2.10 1.00
H 0.16 -1.34 1.83
H 1.61 0.30 2.11
H -2.41 1.36 -1.56
H -1.92 0.00 -2.38
H -0.77 1.36 -2.25
H 3.71 0.89 0.20
H -2.76 -0.75 0.58
*
```

Mulliken population analysis, charges in e, atoms 1 to 8: number 1, C, carries -1.051; number 2, C, carries -0.172; number 3, C, carries 0.374; number 4, C, carries -1.423; number 5, S, carries -0.110; number 6, S, carries -0.184; number 7, S, carries -0.143; number 8, S, carries -0.190



Entry from OMol25: a structure of composition C5H13N2O (wB97M-V/def2-TZVPD).

As for the LUMO energy: 3.7 eV. The orbital gap is 7.098 eV. The calculation puts the energy above the lowest of the compared OMol25 structures with the same formula, charge and spin at 447.65 kJ/mol. Its highest occupied orbital energy is -3.36 eV.

ORCA input file:
```
! wB97M-V def2-TZVPD RIJCOSX def2/J DEFGRID3
* xyz -1 1
C 0.22 0.35 -0.96
N 0.78 1.52 -0.40
C 1.98 1.45 0.13
O 2.67 0.44 0.40
C -1.14 -0.18 -0.35
C -0.76 -0.76 1.08
C -2.00 -0.97 2.04
N -1.59 -1.42 -1.31
H -0.02 0.66 -2.00
H 0.86 -0.56 -0.98
H 2.24 -0.07 -3.07
H 1.86 -0.13 -3.69
H 2.45 2.51 0.31
H -1.68 0.73 0.02
H -0.20 0.17 1.42
H -0.22 -1.71 1.12
H -1.65 -1.53 2.95
H -2.82 -1.40 1.42
H -2.31 0.05 2.20
H -1.91 -0.18 -1.33
H -2.11 -1.89 -0.56
*
```

Mulliken population analysis, charges in e, atoms 1 to 8: number 1, C, carries -0.443; number 2, N, carries -0.739; number 3, C, carries -0.028; number 4, O, carries -0.673; number 5, C, carries -0.040; number 6, C, carries -0.741; number 7, C, carries -1.000; number 8, N, carries -0.726



Entry from OMol25: a structure of composition C31H21AsCl5CoO4S2 (wB97M-V/def2-TZVPD).

As for the LUMO energy (alpha / beta): 2.3 / 2.3 eV. The orbital gap (alpha / beta) is 7.354 / 7.400 eV. The calculation puts the energy above the lowest of the compared OMol25 structures with the same formula, charge and spin at 0.00 kJ/mol. The expectation value of S² is 3.7595. Its highest occupied orbital energy (alpha / beta) is -5.05 / -5.10 eV.

ORCA input file:
```
! wB97M-V def2-TZVPD RIJCOSX def2/J DEFGRID3
* xyz -1 4
Co -0.10 0.13 -0.96
S 2.18 -0.21 -0.74
C 2.61 0.14 0.93
C 3.97 0.33 1.23
C 4.40 0.60 2.51
C 3.49 0.68 3.56
C 2.15 0.49 3.30
C 1.71 0.22 2.00
As -0.14 -0.09 1.59
C -1.10 0.54 3.14
C -1.68 1.80 3.06
C -2.38 2.32 4.15
C -2.50 1.57 5.31
C -1.93 0.30 5.38
C -1.23 -0.21 4.30
C -0.28 -2.02 1.73
C -1.54 -2.60 1.61
C -1.67 -3.98 1.58
C -0.54 -4.79 1.64
C 0.71 -4.21 1.74
C 0.85 -2.83 1.78
H 4.69 0.28 0.42
H 5.46 0.74 2.70
H 3.83 0.90 4.57
H 1.43 0.55 4.10
H -1.59 2.39 2.15
H -2.83 3.30 4.08
H -3.05 1.97 6.15
H -2.04 -0.28 6.28
H -0.80 -1.20 4.36
H -2.42 -1.98 1.53
H -2.65 -4.42 1.47
H -0.65 -5.86 1.59
H 1.60 -4.84 1.77
H 1.83 -2.38 1.84
Cl -4.81 5.34 0.57
C -3.49 4.37 0.01
C -3.67 3.01 -0.23
Cl -5.22 2.28 0.02
C -2.61 2.23 -0.66
Cl -2.81 0.55 -1.03
C -1.32 2.76 -0.87
O -0.31 2.04 -1.23
C -1.17 4.14 -0.64
Cl 0.39 4.82 -0.89
C -2.23 4.92 -0.21
Cl -1.99 6.61 0.08
C 3.20 -0.14 -6.64
C 2.13 -0.65 -5.72
C 1.38 0.23 -4.94
C 0.38 -0.24 -4.11
C 0.12 -1.60 -4.03
C 0.85 -2.48 -4.80
C 1.84 -2.01 -5.64
S -1.14 -2.19 -2.92
O -2.38 -1.58 -3.35
O -1.07 -3.63 -2.93
O -0.69 -1.64 -1.61
H 3.68 0.75 -6.23
H 2.79 0.13 -7.62
H 3.97 -0.89 -6.80
H 1.59 1.29 -4.97
H -0.20 0.48 -3.54
H 0.64 -3.54 -4.71
H 2.42 -2.71 -6.23
*
```

Mulliken population analysis, charges in e, atoms 1 to 8: number 1, Co, carries 1.178; number 2, S, carries -0.387; number 3, C, carries 0.374; number 4, C, carries -0.635; number 5, C, carries -0.550; number 6, C, carries -0.762; number 7, C, carries -0.217; number 8, C, carries -0.496



For each record above, in turn, the calculated M values are 111.19; 408.26; 787.83; 184.38; 117.17; 832.76 g/mol.
For each record above, in turn, the calculated F_max values are 1.4; 0.6; 12.0; 4.8; 6.2; 0.7 eV/Å.
For each record above, in turn, the calculated calculated total energy values are -8950.4442; -115902.9830; -82880.9179; -47616.1244; -10419.0592; -223430.8254 eV.